The molecule C22H27ClN6O2 at a distorted geometry. Source: the Open Molecules 2025 dataset; level of theory: ωB97M-V with the def2-TZVPD basis set.

Values from the calculation:
orbital gap = 8.16 eV
highest occupied orbital energy = -7.61 eV
ΔE to the lowest compared entry with this formula, charge and spin = 0.049 eV

Each line ends with the natural charge from an NBO analysis.
Cartesian coordinates (Å):
C (2.759, 1.377, -2.764)  -0.251
O (1.795, 2.402, -2.650)  -0.545
C (0.671, 2.267, -3.482)  -0.071
C (-0.430, 1.361, -2.906)  -0.251
N (-0.131, -0.035, -3.076)  -0.196
N (0.523, -0.509, -4.142)  -0.083
N (0.611, -1.765, -4.015)  -0.057
N (0.029, -2.181, -2.901)  -0.299
C (-0.442, -1.110, -2.303)  0.351
C (-1.239, -1.077, -1.045)  -0.117
C (-2.267, -2.181, -1.174)  -0.059
C (-2.068, -3.414, -0.569)  -0.129
C (-2.994, -4.430, -0.716)  -0.222
C (-4.131, -4.229, -1.481)  -0.197
C (-4.336, -3.014, -2.110)  -0.226
C (-3.401, -2.006, -1.956)  -0.021
Cl (-3.658, -0.504, -2.785)  -0.011
N (-0.418, -1.260, 0.145)  -0.439
C (-1.157, -0.867, 1.333)  -0.243
C (-0.334, -1.184, 2.585)  -0.201
N (0.922, -0.473, 2.559)  -0.472
C (1.059, 0.719, 3.265)  0.199
C (0.762, 0.696, 4.629)  -0.239
C (0.902, 1.810, 5.433)  -0.227
C (1.376, 2.987, 4.889)  -0.224
C (1.684, 3.042, 3.539)  -0.277
C (1.518, 1.938, 2.717)  0.236
O (1.754, 1.976, 1.363)  -0.523
C (2.148, 3.189, 0.769)  -0.258
C (1.653, -0.783, 1.358)  -0.203
C (0.844, -0.542, 0.081)  -0.240
H (2.437, 0.451, -2.278)  0.166
H (3.653, 1.743, -2.262)  0.191
H (2.987, 1.165, -3.813)  0.183
H (0.258, 3.275, -3.576)  0.197
H (0.959, 1.896, -4.473)  0.199
H (-1.373, 1.581, -3.418)  0.221
H (-0.545, 1.569, -1.839)  0.226
H (-1.767, -0.102, -1.006)  0.207
H (-1.170, -3.554, 0.010)  0.231
H (-2.826, -5.383, -0.238)  0.217
H (-4.856, -5.019, -1.601)  0.218
H (-5.209, -2.849, -2.723)  0.228
H (-2.099, -1.420, 1.356)  0.213
H (-1.387, 0.215, 1.321)  0.168
H (-0.908, -0.909, 3.469)  0.213
H (-0.129, -2.261, 2.610)  0.194
H (0.427, -0.234, 5.064)  0.211
H (0.658, 1.750, 6.482)  0.213
H (1.507, 3.866, 5.502)  0.212
H (2.044, 3.972, 3.128)  0.217
H (1.421, 3.986, 0.958)  0.175
H (3.134, 3.508, 1.122)  0.175
H (2.192, 2.993, -0.302)  0.217
H (2.574, -0.203, 1.323)  0.225
H (1.908, -1.849, 1.403)  0.193
H (1.418, -0.929, -0.765)  0.206
H (0.690, 0.541, -0.045)  0.179

A cluster of 2 separate species, C15H20Cl2N4O5 in total at a distorted geometry. Source: the Open Molecules 2025 dataset; level of theory: ωB97M-V with the def2-TZVPD basis set.

Values from the calculation:
orbital gap = 9.35 eV
highest occupied orbital energy = -8.88 eV

Each line ends with the natural charge from an NBO analysis.
Cartesian coordinates (Å):
O (3.646, 0.661, 0.508)  -0.655
C (2.667, 0.232, -0.099)  0.491
N (2.776, -0.938, -0.844)  -0.154
O (4.022, -1.624, -0.915)  -0.561
C (1.672, -1.375, -1.692)  -0.248
C (1.230, -2.807, -1.366)  -0.233
N (0.799, -2.982, 0.021)  -0.607
C (-0.307, -2.378, 0.587)  0.649
O (-0.987, -1.589, -0.056)  -0.626
C (-0.678, -2.718, 1.957)  -0.085
C (-1.181, -3.997, 2.249)  -0.191
C (-1.556, -4.329, 3.555)  -0.201
C (-1.425, -3.384, 4.576)  -0.210
C (-0.919, -2.109, 4.298)  -0.057
Cl (-0.757, -0.954, 5.598)  0.030
C (-0.545, -1.772, 2.988)  -0.037
Cl (0.104, -0.179, 2.650)  0.026
H (1.720, 0.756, -0.030)  0.154
H (4.699, -1.113, -0.427)  0.506
H (1.992, -1.328, -2.738)  0.209
H (0.817, -0.698, -1.597)  0.265
H (0.411, -3.086, -2.039)  0.217
H (2.063, -3.487, -1.570)  0.218
H (1.388, -3.529, 0.641)  0.405
H (-1.296, -4.730, 1.453)  0.229
H (-1.955, -5.316, 3.774)  0.227
H (-1.716, -3.632, 5.592)  0.236
C (0.577, 5.137, -0.608)  -0.418
N (0.984, 3.980, -1.406)  -0.605
C (0.409, 2.775, -1.427)  0.655
O (0.885, 1.894, -2.133)  -0.642
C (-0.817, 2.500, -0.539)  -0.321
N (-1.676, 1.417, -1.037)  -0.613
C (-2.540, 1.493, -2.050)  0.677
C (-2.738, 2.813, -2.770)  -0.718
O (-3.189, 0.520, -2.401)  -0.622
H (-0.415, 5.475, -0.913)  0.197
H (1.286, 5.953, -0.761)  0.221
H (0.562, 4.880, 0.453)  0.201
H (1.791, 4.076, -2.005)  0.412
H (-1.410, 3.408, -0.445)  0.211
H (-0.459, 2.238, 0.456)  0.237
H (-1.559, 0.489, -0.644)  0.442
H (-1.802, 3.115, -3.233)  0.225
H (-3.080, 3.566, -2.065)  0.214
H (-3.493, 2.675, -3.544)  0.248

A structure of composition C23H18N4ScSe. Source: the Open Molecules 2025 dataset; level of theory: ωB97M-V with the def2-TZVPD basis set.

Values from the calculation:
orbital gap = 5.73 eV
highest occupied orbital energy = -10.64 eV
net charge = +1
ΔE to the lowest compared entry with this formula, charge and spin = 0.260 eV

Each line ends with the natural charge from an NBO analysis.
Cartesian coordinates (Å):
Sc (-0.477, -1.066, -0.239)  1.691
C (-3.715, 2.672, 0.641)  -0.215
C (-3.008, 3.181, -0.448)  -0.161
C (-1.784, 2.655, -0.815)  -0.281
C (-1.224, 1.620, -0.060)  0.213
C (-1.921, 1.126, 1.049)  -0.349
C (-3.172, 1.642, 1.384)  -0.169
N (-0.092, 0.891, -0.444)  -0.827
C (0.984, 1.367, -1.150)  0.312
C (1.488, 2.672, -1.122)  -0.288
C (2.617, 2.975, -1.853)  -0.116
C (3.287, 2.014, -2.631)  -0.240
C (2.818, 0.727, -2.668)  -0.142
C (1.676, 0.405, -1.921)  -0.026
N (1.082, -0.844, -1.858)  -0.213
N (1.470, -1.783, -2.583)  -0.136
C (0.697, -2.953, -2.395)  0.310
C (1.072, -4.096, -3.071)  -0.205
C (0.325, -5.249, -2.889)  -0.108
C (-0.767, -5.221, -2.035)  -0.233
C (-1.070, -4.037, -1.389)  0.088
N (-0.361, -2.916, -1.562)  -0.585
H (-4.675, 3.092, 0.909)  0.229
H (-3.432, 3.990, -1.029)  0.228
H (-1.265, 3.029, -1.688)  0.228
H (-1.434, 0.432, 1.732)  0.233
H (-3.691, 1.257, 2.252)  0.228
H (0.998, 3.430, -0.526)  0.236
H (3.005, 3.985, -1.816)  0.231
H (4.170, 2.290, -3.188)  0.235
H (3.310, -0.044, -3.244)  0.242
H (1.935, -4.058, -3.720)  0.256
H (0.595, -6.161, -3.404)  0.246
H (-1.372, -6.099, -1.860)  0.250
H (-1.904, -3.984, -0.699)  0.217
Se (0.534, -2.286, 1.693)  -0.236
C (0.422, -0.780, 2.891)  -0.184
C (1.287, 0.298, 2.741)  -0.268
C (1.169, 1.394, 3.585)  -0.133
C (0.201, 1.410, 4.580)  -0.226
C (-0.645, 0.322, 4.739)  -0.195
C (-0.540, -0.776, 3.897)  -0.254
H (2.044, 0.281, 1.967)  0.224
H (1.840, 2.235, 3.468)  0.213
H (0.113, 2.266, 5.236)  0.226
H (-1.390, 0.324, 5.525)  0.226
H (-1.198, -1.627, 4.019)  0.228

The molecule C3H5NO2 at a distorted geometry. Source: the Open Molecules 2025 dataset; level of theory: ωB97M-V with the def2-TZVPD basis set.

Values from the calculation:
orbital gap = 11.48 eV
highest occupied orbital energy = -10.81 eV
ΔE to the lowest compared entry with this formula, charge and spin = 2.104 eV

Each line ends with the natural charge from an NBO analysis.
Cartesian coordinates (Å):
N (-1.175, 1.529, -1.856)  -0.446
C (-1.119, 0.447, -1.424)  0.554
O (-1.120, -0.742, -0.932)  -0.484
C (-0.101, -1.077, 0.063)  -0.081
C (0.184, 0.088, 0.998)  -0.109
O (0.845, 1.144, 0.343)  -0.714
H (0.805, -1.371, -0.476)  0.201
H (-0.529, -1.944, 0.579)  0.207
H (-0.746, 0.398, 1.500)  0.180
H (0.865, -0.275, 1.776)  0.199
H (0.205, 1.655, -0.164)  0.493

The molecule C7H16O at a distorted geometry. Source: the Open Molecules 2025 dataset; level of theory: ωB97M-V with the def2-TZVPD basis set.

Values from the calculation:
orbital gap = 10.63 eV
highest occupied orbital energy = -9.72 eV
ΔE to the lowest compared entry with this formula, charge and spin = 2.194 eV

Each line ends with the natural charge from an NBO analysis.
Cartesian coordinates (Å):
C (1.890, -1.089, 0.458)  -0.614
C (1.433, 0.285, 0.224)  -0.171
C (2.607, 0.912, -0.435)  -0.617
C (-0.197, 0.161, -0.657)  -0.413
C (-1.414, 0.120, 0.202)  0.204
C (-2.650, 0.460, -0.664)  -0.629
C (-1.597, -1.153, 0.957)  -0.628
O (-1.502, 1.134, 1.302)  -0.737
H (1.072, -1.783, 0.855)  0.197
H (2.261, -1.420, -0.484)  0.201
H (2.587, -1.141, 1.249)  0.206
H (1.239, 0.815, 1.138)  0.207
H (3.457, 0.823, 0.244)  0.216
H (2.503, 1.952, -0.686)  0.207
H (2.762, 0.411, -1.430)  0.197
H (-0.210, -0.673, -1.369)  0.213
H (-0.139, 1.072, -1.311)  0.199
H (-2.989, -0.418, -1.158)  0.212
H (-2.370, 1.175, -1.438)  0.205
H (-3.417, 0.924, 0.028)  0.227
H (-1.370, -2.122, 0.485)  0.215
H (-2.772, -1.252, 1.196)  0.217
H (-0.882, -1.178, 1.738)  0.227
H (-1.637, 2.020, 0.814)  0.459

no.,LUMO level (eV)
1,0.6
2,0.5
3,-4.9
4,0.7
5,0.9